Arrangement one

A cluster of 2 separate species, C9H9N3O2 in total, computed with the ωB97M-V functional and the def2-TZVPD basis.

**LUMO level**: 0.54 eV
**Total charge**: 0
**Highest occupied orbital energy**: -9.6 eV
**Kohn-Sham gap**: 0.3716 Ha
**SMILES**: O=c1cc[nH]c(=O)[nH]1.c1ccncc1

Each line ends with the natural charge from an NBO analysis.
Atoms and positions in Å:
O -0.559 -0.636 -2.569  -0.57
C -0.473 -0.971 -1.391  0.68
C -1.273 -1.923 -0.421  -0.37
C -0.881 -2.181 0.761  0.04
N 0.412 -1.880 1.272  -0.62
C 1.367 -1.279 0.449  0.80
O 2.573 -0.976 0.814  -0.62
N 0.642 -0.640 -0.645  -0.69
H -2.212 -2.332 -0.910  0.25
H -1.478 -2.992 1.398  0.24
H 0.734 -1.873 2.213  0.44
H 1.529 -0.355 -1.327  0.43
C 0.121 2.591 -0.808  -0.14
C 0.951 2.342 0.208  -0.28
C 0.460 1.429 1.190  0.06
N -0.792 1.023 1.467  -0.44
C -1.616 1.428 0.440  -0.01
C -1.256 2.045 -0.705  -0.26
H 0.451 3.236 -1.517  0.21
H 1.947 2.447 0.405  0.22
H 1.359 1.585 1.940  0.20
H -2.570 0.994 0.300  0.19
H -2.092 1.770 -1.470  0.25

Arrangement two

An isolated molecule of C9H9N3O2, computed with the ωB97M-V functional and the def2-TZVPD basis.

**LUMO level (alpha / beta)**: 0.37 / 0.37 eV
**Total charge**: 0
**Highest occupied orbital energy (alpha / beta)**: -7.3 / -7.3 eV
**Kohn-Sham gap (alpha / beta)**: 0.2826 / 0.2825 Ha

Each line ends with the natural charge from an NBO analysis.
Atoms and positions in Å:
C -2.722 1.437 0.399  -0.20
C -3.584 0.443 0.002  -0.19
C -1.384 1.118 0.693  -0.18
C -3.134 -0.868 -0.323  -0.22
C -0.902 -0.064 0.258  -0.12
C -1.773 -1.057 -0.273  0.09
C 2.883 0.095 0.131  0.69
C 0.508 -0.551 0.543  0.53
C 3.670 0.710 -0.952  -0.71
N -1.057 -2.269 -0.686  -0.16
N 0.129 -2.270 -0.533  -0.14
N 1.520 0.090 -0.182  -0.65
O 3.330 -0.371 1.159  -0.60
O 0.646 -0.993 1.798  -0.66
H -3.059 2.406 0.666  0.21
H -4.572 0.664 -0.249  0.21
H -0.769 1.686 1.324  0.22
H -4.045 -1.434 -0.511  0.24
H 3.647 1.703 -1.131  0.24
H 4.669 0.422 -1.071  0.24
H 3.192 0.225 -1.807  0.21
H 1.316 0.316 -1.143  0.41
H 1.490 -1.437 1.889  0.51

Most stable to least stable: arrangement two, arrangement one

Arrangement one

A cluster of 2 separate species, C3H10N2S in total, computed with the ωB97M-V functional and the def2-TZVPD basis.

**LUMO level**: 0.75 eV
**Total charge**: 0
**Highest occupied orbital energy**: -9.2 eV
**Kohn-Sham gap**: 0.3664 Ha
**SMILES**: [H]/N=C/N.CCS

Each line ends with the natural charge from an NBO analysis.
Atoms and positions in Å:
H 3.773 2.026 -0.350  0.34
N 3.387 1.152 -0.701  -0.70
C 2.830 0.400 0.157  0.27
N 2.527 -0.914 -0.178  -0.82
H 2.821 0.676 1.234  0.14
H 1.981 -1.025 -1.019  0.40
H 2.128 -1.368 0.643  0.37
C -2.541 0.198 1.760  -0.63
C -2.613 -0.595 0.445  -0.52
S -1.436 -0.122 -0.858  -0.05
H -1.506 0.397 1.987  0.22
H -2.837 1.272 1.688  0.21
H -3.130 -0.375 2.481  0.22
H -2.385 -1.632 0.683  0.22
H -3.617 -0.729 0.011  0.21
H -1.832 1.156 -0.969  0.12

Arrangement two

A cluster of 2 separate species, C3H10N2S in total, computed with the ωB97M-V functional and the def2-TZVPD basis.

**LUMO level (alpha / beta)**: 0.82 / 0.82 eV
**Total charge**: 0
**Highest occupied orbital energy (alpha / beta)**: -7.7 / -7.7 eV
**Kohn-Sham gap (alpha / beta)**: 0.3127 / 0.3127 Ha

Each line ends with the natural charge from an NBO analysis.
Atoms and positions in Å:
C -2.050 0.720 0.076  -0.62
C -1.126 -0.333 -0.539  -0.25
C 1.273 1.108 0.128  -0.49
N 0.583 -1.728 0.054  -0.63
N 0.002 -0.625 0.444  -0.23
S 2.821 0.315 -0.180  0.00
H -3.046 0.318 0.292  0.21
H -1.621 1.045 0.976  0.23
H -2.232 1.557 -0.711  0.20
H -1.747 -1.205 -0.630  0.20
H -0.561 -0.136 -1.424  0.17
H 1.355 1.617 1.076  0.22
H 0.933 1.476 -0.728  0.18
H 1.242 -1.873 -0.740  0.35
H 1.014 -2.247 0.820  0.35
H 3.158 -0.010 1.086  0.13

Most stable to least stable: arrangement one, arrangement two

Arrangement one

A cluster of 2 separate species, C3H10N2S in total, computed with the ωB97M-V functional and the def2-TZVPD basis.

**LUMO level**: 0.85 eV
**Total charge**: 0
**Highest occupied orbital energy**: -9.2 eV
**Kohn-Sham gap**: 0.3705 Ha
**SMILES**: [H]/N=C/N.CCS

Each line ends with the natural charge from an NBO analysis.
Atoms and positions in Å:
H -1.132 1.009 -1.734  0.33
N -0.216 1.462 -1.630  -0.70
C 0.528 0.499 -2.057  0.27
N 1.878 0.650 -2.245  -0.82
H 0.250 -0.512 -2.374  0.15
H 2.121 1.593 -1.939  0.38
H 2.438 -0.039 -1.752  0.39
C -1.305 0.038 1.635  -0.63
C -0.598 -1.316 1.523  -0.50
S 1.233 -1.098 1.416  -0.06
H -1.144 0.476 2.635  0.21
H -0.882 0.688 0.840  0.22
H -2.381 0.101 1.488  0.22
H -0.800 -2.007 2.330  0.21
H -1.065 -1.749 0.629  0.20
H 1.075 0.206 1.234  0.13

Arrangement two

An isolated molecule of C3H10N2S, computed with the ωB97M-V functional and the def2-TZVPD basis.

**LUMO level**: 0.18 eV
**Total charge**: 0
**Highest occupied orbital energy**: -8.3 eV
**Kohn-Sham gap**: 0.3110 Ha
**SMILES**: CC(C)N(N)S

Each line ends with the natural charge from an NBO analysis.
Atoms and positions in Å:
C -0.589 0.551 -1.333  -0.63
C -0.737 -0.100 0.125  -0.07
C -1.171 0.932 1.160  -0.65
N 0.435 -0.759 0.569  -0.20
N 0.974 -1.857 0.037  -0.59
S 1.957 0.800 0.446  -0.24
H -0.074 1.605 -1.106  0.23
H 0.051 -0.211 -1.903  0.20
H -1.580 0.643 -1.756  0.21
H -1.486 -1.076 0.084  0.22
H -0.974 1.949 0.721  0.21
H -0.424 0.849 2.059  0.25
H -2.269 0.878 1.275  0.23
H 1.217 -1.941 -0.963  0.34
H 1.753 -2.141 0.658  0.38
H 2.919 -0.122 -0.073  0.12

Most stable to least stable: arrangement one, arrangement two

Arrangement one

An isolated molecule of C3H10N2S, computed with the ωB97M-V functional and the def2-TZVPD basis.

**LUMO level**: 0.95 eV
**Total charge**: 0
**Highest occupied orbital energy**: -8.8 eV
**Kohn-Sham gap**: 0.3590 Ha
**SMILES**: NC[C@H](N)CS

Each line ends with the natural charge from an NBO analysis.
Atoms and positions in Å:
N -2.099 0.588 0.491  -0.86
C -0.932 0.606 -0.400  -0.23
C 0.219 -0.235 0.203  -0.05
N 0.673 0.263 1.486  -0.82
C 1.290 -0.309 -0.929  -0.53
S 2.762 -1.243 -0.447  -0.01
H -2.887 1.113 0.168  0.36
H -2.425 -0.332 0.748  0.35
H -1.161 0.195 -1.384  0.17
H -0.618 1.648 -0.366  0.19
H -0.133 -1.257 0.373  0.18
H -0.100 0.199 2.133  0.37
H 0.855 1.261 1.418  0.34
H 0.764 -0.779 -1.757  0.22
H 1.547 0.708 -1.219  0.22
H 2.244 -2.424 -0.518  0.10

Arrangement two

An isolated molecule of C3H10N2S, computed with the ωB97M-V functional and the def2-TZVPD basis.

**LUMO level**: 1.03 eV
**Total charge**: 0
**Highest occupied orbital energy**: -8.7 eV
**Kohn-Sham gap**: 0.3560 Ha
**SMILES**: NC[C@H](N)CS

Each line ends with the natural charge from an NBO analysis.
Atoms and positions in Å:
N 0.164 -2.201 -1.679  -0.86
C 1.097 -1.280 -0.997  -0.23
C 0.451 0.069 -0.518  -0.07
N 1.413 1.144 -0.510  -0.85
C -0.196 -0.114 0.873  -0.49
S -1.467 1.153 1.491  -0.09
H 0.446 -2.515 -2.596  0.36
H -0.756 -1.771 -1.776  0.35
H 2.005 -1.317 -1.616  0.20
H 1.349 -1.802 0.005  0.16
H -0.266 0.244 -1.372  0.19
H 1.574 1.456 -1.459  0.37
H 2.220 1.036 0.083  0.37
H 0.561 -0.095 1.667  0.22
H -0.735 -1.048 0.850  0.22
H -1.444 2.058 0.503  0.13

Most stable to least stable: arrangement one, arrangement two

Arrangement one

An isolated molecule of C3H10N2S, computed with the ωB97M-V functional and the def2-TZVPD basis.

**LUMO level**: 0.69 eV
**Total charge**: 0
**Highest occupied orbital energy**: -8.9 eV
**Kohn-Sham gap**: 0.3507 Ha
**SMILES**: NC[C@@H](N)CS

Each line ends with the natural charge from an NBO analysis.
Atoms and positions in Å:
N -0.272 -2.277 1.956  -0.87
C 0.503 -1.820 0.595  -0.23
C -0.080 -0.323 0.200  -0.05
N 0.106 0.520 1.307  -0.86
C 0.655 0.304 -1.077  -0.49
S -0.308 1.882 -1.481  -0.16
H -1.247 -2.412 1.688  0.34
H 0.039 -3.209 2.353  0.37
H 1.565 -1.752 0.955  0.20
H 0.392 -2.595 -0.248  0.18
H -1.108 -0.525 -0.063  0.16
H 0.101 1.527 1.021  0.38
H -0.606 0.213 1.995  0.39
H 1.720 0.460 -1.158  0.25
H 0.410 -0.305 -2.038  0.23
H -1.640 1.814 -1.960  0.17

Arrangement two

A structure of composition C3H10N2S, computed with the ωB97M-V functional and the def2-TZVPD basis.

**LUMO level**: 0.56 eV
**Total charge**: 0
**Highest occupied orbital energy**: -9.2 eV
**Kohn-Sham gap**: 0.3596 Ha

Each line ends with the natural charge from an NBO analysis.
Atoms and positions in Å:
C -1.291 0.088 0.696  -0.23
C 0.199 0.428 0.409  -0.11
C 1.047 -0.644 -0.163  -0.52
H -2.864 -1.286 -0.269  0.35
H -0.949 -1.423 -0.679  0.35
H -1.845 0.953 1.110  0.22
H -1.332 -0.635 1.673  0.17
H 0.606 0.361 1.513  0.19
H 0.979 2.065 -0.607  0.37
H -0.771 1.794 -1.021  0.39
H 0.734 -0.577 -1.244  0.23
H 0.825 -1.705 0.357  0.23
H 3.521 -0.705 -0.923  0.14
N -1.835 -0.507 -0.635  -0.83
N 0.098 1.799 -0.300  -0.87
S 2.877 -0.006 0.082  -0.09

Most stable to least stable: arrangement one, arrangement two

Arrangement one

The ion C2H6N3 with charge +1, computed with the ωB97M-V functional and the def2-TZVPD basis.

**LUMO level**: -3.86 eV
**Total charge**: +1
**Highest occupied orbital energy**: -14.9 eV
**Kohn-Sham gap**: 0.4062 Ha
**SMILES**: C1N[C@]12N[NH2+]2

Each line ends with the natural charge from an NBO analysis.
Atoms and positions in Å:
C 1.180 0.474 -0.190  -0.27
N 1.077 -0.960 0.214  -0.55
C -0.059 -0.216 -0.164  0.32
N -1.265 -0.394 -0.770  -0.31
N -1.205 0.028 0.610  -0.42
H 1.876 0.900 -0.901  0.27
H 1.296 1.321 0.640  0.22
H 1.383 -1.701 -0.398  0.42
H -1.467 0.393 -1.362  0.39
H -1.484 -0.812 1.260  0.47
H -1.332 0.966 1.061  0.46

Arrangement two

The ion C2H6N3 with charge +1, computed with the ωB97M-V functional and the def2-TZVPD basis.

**LUMO level**: -5.39 eV
**Total charge**: +1
**Highest occupied orbital energy**: -15.8 eV
**Kohn-Sham gap**: 0.3817 Ha
**SMILES**: C[N+](N)=C=N

Each line ends with the natural charge from an NBO analysis.
Atoms and positions in Å:
C -0.673 -1.127 0.055  -0.42
N -0.087 0.228 0.009  -0.32
N -1.289 1.349 0.048  -0.50
C 1.211 0.047 -0.054  0.74
N 2.363 0.116 0.130  -0.48
H 0.061 -1.831 0.460  0.23
H -1.540 -1.129 0.709  0.26
H -0.959 -1.460 -0.943  0.23
H -1.018 2.066 0.716  0.39
H -1.363 1.710 -0.901  0.39
H 3.293 0.032 -0.228  0.48

Most stable to least stable: arrangement two, arrangement one

Arrangement one

A structure of composition C2H3N2O2, computed with the ωB97M-V functional and the def2-TZVPD basis.

**LUMO level**: -4.70 eV
**Total charge**: +1
**Highest occupied orbital energy**: -17.2 eV
**Kohn-Sham gap**: 0.4592 Ha

Each line ends with the natural charge from an NBO analysis.
Atoms and positions in Å:
C 0.364 -0.064 0.148  0.79
C -1.323 -0.762 -0.547  0.93
N -0.831 0.481 0.141  -0.65
N 1.542 0.382 0.289  -0.71
O -2.317 -1.173 -0.974  -0.37
O -0.006 -1.267 -0.354  -0.44
H -1.244 1.368 0.529  0.48
H 1.506 1.328 0.778  0.47
H 2.308 -0.292 -0.010  0.49

Arrangement two

The ion C2H3N2O2 with charge +1, computed with the ωB97M-V functional and the def2-TZVPD basis.

**LUMO level**: -7.35 eV
**Total charge**: +1
**Highest occupied orbital energy**: -15.6 eV
**Kohn-Sham gap**: 0.3036 Ha
**SMILES**: O=NCC=[N+]=O

Each line ends with the natural charge from an NBO analysis.
Atoms and positions in Å:
O -0.666 -2.805 0.019  -0.05
N -0.877 -1.687 -0.182  0.27
C 0.029 -0.566 -0.256  -0.34
C -0.936 0.339 0.447  0.01
N -2.062 -0.196 0.463  0.32
O -3.249 -0.256 0.507  -0.07
H 0.164 -0.410 -1.324  0.30
H 1.050 -0.679 0.292  0.28
H -0.849 1.278 0.811  0.29

Most stable to least stable: arrangement one, arrangement two

Arrangement one

An isolated molecule of C5H7F, computed with the ωB97M-V functional and the def2-TZVPD basis.

**LUMO level**: 0.51 eV
**Total charge**: 0
**Highest occupied orbital energy**: -9.4 eV
**Kohn-Sham gap**: 0.3654 Ha
**SMILES**: C=CC(F)C=C

Each line ends with the natural charge from an NBO analysis.
Atoms and positions in Å:
C -2.146 -0.189 0.002  -0.45
C -1.022 0.504 -0.545  -0.15
C 0.065 0.386 0.451  0.12
F 0.955 1.494 0.024  -0.42
C 0.830 -0.718 0.077  -0.27
C 2.112 -0.380 -0.165  -0.36
H -3.285 0.089 -0.323  0.23
H -2.067 -0.311 1.191  0.19
H -0.844 0.731 -1.504  0.22
H -0.039 0.623 1.581  0.22
H 0.345 -1.627 -0.054  0.22
H 2.509 0.674 -0.221  0.26
H 2.588 -1.277 -0.516  0.19

Arrangement two

An isolated molecule of C5H7F, computed with the ωB97M-V functional and the def2-TZVPD basis.

**LUMO level**: 0.76 eV
**Total charge**: 0
**Highest occupied orbital energy**: -8.6 eV
**Kohn-Sham gap**: 0.3426 Ha
**SMILES**: C=C(F)/C=C/C

Each line ends with the natural charge from an NBO analysis.
Atoms and positions in Å:
C -2.087 1.098 -0.033  -0.52
C -1.638 -0.217 -0.047  0.41
F -2.508 -1.240 0.044  -0.33
C -0.275 -0.743 -0.098  -0.30
C 0.793 0.063 -0.005  -0.11
C 2.205 -0.308 0.034  -0.65
H -1.427 1.922 -0.285  0.21
H -3.076 1.279 0.264  0.21
H -0.245 -1.851 -0.130  0.22
H 0.501 1.105 0.211  0.20
H 2.655 0.161 0.903  0.23
H 2.792 0.116 -0.823  0.23
H 2.311 -1.385 -0.036  0.22

Most stable to least stable: arrangement two, arrangement one